1.
{"formula": "C44H53BCsN8O3Sb2", "method": "wB97M-V/def2-TZVPD", "orbital_gap_ev": 7.8, "relative_energy_kcal_mol": 7.33, "charge": -1, "homo_ev": -5.84, "e_lumo_ha": 0.071, "energy_ev": -78855.050, "species": ["Cs", "B", "N", "C", "C", "C", "N", "N", "C", "C", "C", "N", "H", "H", "H", "H", "H", "H", "H", "H", "C", "C", "C", "Sb", "C", "C", "C", "C", "C", "C", "C", "C", "C", "C", "C", "C", "Sb", "C", "C", "C", "C", "C", "C", "C", "C", "C", "C", "C", "C", "H", "H", "H", "H", "H", "H", "H", "H", "H", "H", "H", "H", "H", "H", "H", "H", "H", "H", "H", "H", "H", "H", "H", "H", "H", "H", "C", "N", "C", "C", "N", "C", "H", "H", "H", "H", "H", "H", "C", "N", "C", "C", "C", "N", "C", "C", "O", "H", "H", "H", "H", "H", "H", "H", "H", "H", "H", "H", "H", "O", "C", "O", "H"], "xyz": [[-0.5781, -0.8427, 1.2506], [-1.2204, -2.7793, -2.9022], [-2.4644, -2.4740, -2.0118], [-3.3753, -3.3672, -1.5828], [-4.2917, -2.7126, -0.7851], [-3.8416, -1.3859, -0.7843], [-2.7412, -1.2506, -1.5235], [-0.0403, -3.2735, -1.9990], [0.2463, -4.5513, -1.6914], [1.3446, -4.5664, -0.8529], [1.6626, -3.2087, -0.7054], [0.8222, -2.4397, -1.3934], [-1.5062, -3.6990, -3.6421], [-0.8924, -1.7780, -3.4876], [-3.3153, -4.4015, -1.8817], [-5.1467, -3.1292, -0.2797], [-4.2622, -0.5233, -0.2875], [-0.3341, -5.3619, -2.1011], [1.8420, -5.4235, -0.4295], [2.4720, -2.7461, -0.1596], [-1.0391, 1.4374, -2.8900], [0.2880, 0.7781, -2.5103], [1.2566, 1.7448, -1.8314], [3.0765, 0.8245, -1.1675], [4.1652, 1.1775, -3.0137], [3.5286, 1.3717, -4.2374], [4.2619, 1.5968, -5.3974], [5.6478, 1.6350, -5.3489], [6.2961, 1.4447, -4.1360], [5.5586, 1.2143, -2.9831], [3.8738, 2.6153, -0.2640], [4.5504, 2.5351, 0.9503], [5.0461, 3.6757, 1.5701], [4.8618, 4.9191, 0.9814], [4.1863, 5.0129, -0.2281], [3.7002, 3.8685, -0.8457], [-2.0950, 2.0520, -1.1202], [-1.1553, 3.9840, -0.8969], [-1.0319, 4.8902, -1.9483], [-0.3097, 6.0656, -1.7909], [0.3060, 6.3450, -0.5761], [0.1850, 5.4539, 0.4798], [-0.5473, 4.2831, 0.3208], [-3.8467, 2.8069, -2.1286], [-4.4230, 4.0102, -1.7236], [-5.5981, 4.4659, -2.3059], [-6.2163, 3.7201, -3.3014], [-5.6544, 2.5182, -3.7084], [-4.4791, 2.0637, -3.1230], [-1.6813, 0.7101, -3.3899], [-0.8931, 2.2964, -3.5501], [0.7398, 0.3489, -3.4111], [0.0998, -0.0881, -1.8724], [0.8316, 2.1730, -0.9216], [1.5170, 2.5772, -2.4909], [2.4469, 1.3506, -4.2973], [3.7462, 1.7432, -6.3389], [6.2195, 1.8126, -6.2516], [7.3783, 1.4776, -4.0897], [6.0789, 1.0754, -2.0403], [4.6857, 1.5734, 1.4362], [5.5654, 3.5942, 2.5176], [5.2383, 5.8124, 1.4648], [4.0329, 5.9818, -0.6888], [3.1751, 3.9615, -1.7899], [-1.5033, 4.6766, -2.9022], [-0.2189, 6.7605, -2.6176], [0.8840, 7.2537, -0.4579], [0.6748, 5.6580, 1.4244], [-0.6135, 3.5812, 1.1444], [-3.9426, 4.6051, -0.9542], [-6.0327, 5.4046, -1.9829], [-7.1340, 4.0730, -3.7558], [-6.1354, 1.9297, -4.4805], [-4.0588, 1.1143, -3.4372], [3.3441, -1.1504, 2.3771], [2.3701, -2.0211, 3.0149], [1.4105, -1.6164, 3.9090], [0.7158, -2.7446, 4.2330], [1.2163, -3.8343, 3.5589], [2.2176, -3.3595, 2.8540], [4.2431, -1.0555, 2.9873], [2.8889, -0.1726, 2.2156], [3.6116, -1.5491, 1.4008], [1.2520, -0.5808, 4.1685], [-0.1584, -2.8423, 4.8575], [2.8450, -3.9364, 2.1924], [-1.6698, -5.3611, 1.7133], [-2.1038, -5.0061, 3.0562], [-1.8994, -6.0116, 4.0835], [-1.8470, -5.3968, 5.4677], [-2.9421, -4.3529, 5.5970], [-2.7289, -3.3414, 4.5837], [-3.2160, -1.9916, 4.7964], [-2.4347, -3.7035, 3.2897], [-2.4610, -2.8739, 2.3808], [-0.5835, -5.2759, 1.6205], [-2.1373, -4.6971, 0.9914], [-1.9732, -6.3897, 1.5073], [-0.9609, -6.5303, 3.8732], [-2.7050, -6.7551, 4.0303], [-0.8812, -4.9094, 5.6154], [-1.9578, -6.1753, 6.2239], [-2.8973, -3.8705, 6.5740], [-3.9327, -4.8215, 5.5033], [-3.1613, -1.7679, 5.8615], [-4.2467, -1.8586, 4.4544], [-2.5775, -1.2909, 4.2623], [-0.0358, 1.3072, 3.4425], [0.8641, 1.7945, 2.7262], [1.2066, 1.4563, 1.5627], [1.4520, 2.6336, 3.1718]], "atomic_forces_ev_per_a": [[-0.24, -0.26, -0.34], [0.04, 0.07, 0.03], [0.02, -0.08, -0.04], [-0.03, 0.07, -0.01], [-0.03, 0.01, 0.03], [0.08, 0.01, -0.04], [-0.01, 0.05, 0.09], [-0.08, -0.08, -0.04], [0.08, 0.03, 0.00], [0.03, 0.00, 0.04], [-0.05, 0.04, -0.04], [0.03, 0.01, 0.08], [-0.02, -0.01, 0.05], [-0.01, -0.04, 0.02], [0.03, 0.01, -0.02], [0.01, 0.01, 0.00], [0.00, -0.01, 0.01], [-0.03, 0.04, -0.02], [-0.01, 0.01, 0.00], [0.00, -0.02, 0.01], [0.07, -0.07, 0.07], [-0.03, 0.10, -0.04], [-0.01, -0.11, -0.05], [0.09, 0.20, 0.00], [-0.10, -0.02, 0.09], [0.03, -0.01, 0.02], [0.01, 0.00, 0.02], [-0.04, 0.00, -0.02], [0.01, 0.00, 0.01], [-0.01, -0.01, 0.00], [-0.05, -0.12, 0.00], [0.00, 0.02, 0.01], [-0.01, 0.03, -0.01], [0.00, -0.04, 0.00], [0.00, 0.01, 0.01], [0.02, 0.00, 0.01], [-0.07, 0.12, 0.01], [-0.05, -0.10, -0.02], [-0.01, 0.02, 0.02], [-0.01, -0.01, 0.01], [-0.01, -0.01, -0.02], [0.00, 0.00, 0.01], [0.01, 0.02, -0.06], [0.11, -0.04, 0.10], [0.00, -0.02, -0.06], [-0.01, 0.00, -0.02], [0.02, 0.00, 0.02], [-0.01, 0.02, -0.01], [0.02, -0.04, 0.03], [-0.02, 0.01, 0.03], [-0.01, 0.03, 0.03], [0.02, -0.02, 0.01], [-0.03, 0.00, -0.01], [0.04, -0.03, 0.05], [-0.03, 0.02, 0.00], [0.00, 0.00, 0.00], [0.00, 0.00, 0.00], [0.00, 0.00, 0.01], [0.00, 0.00, 0.01], [0.02, 0.00, -0.01], [-0.03, 0.01, -0.04], [0.00, 0.00, 0.00], [0.00, 0.00, 0.00], [-0.01, -0.01, -0.01], [0.01, 0.01, 0.00], [0.01, 0.01, 0.00], [0.00, 0.00, 0.00], [0.00, 0.00, 0.01], [0.00, 0.00, -0.01], [0.01, 0.00, 0.01], [-0.01, 0.01, 0.00], [0.00, 0.00, 0.00], [0.00, 0.00, 0.00], [0.01, -0.01, 0.00], [-0.01, 0.00, 0.00], [-0.03, -0.03, -0.04], [0.04, 0.09, 0.03], [-0.09, -0.02, 0.08], [-0.18, -0.17, -0.10], [0.16, 0.03, 0.10], [-0.14, -0.02, -0.07], [-0.01, 0.02, 0.02], [0.02, 0.01, 0.02], [0.02, -0.05, 0.02], [0.05, 0.01, -0.02], [0.07, 0.12, 0.06], [0.01, 0.05, -0.02], [-0.04, 0.03, 0.05], [-0.01, 0.02, -0.10], [0.03, 0.01, 0.00], [0.00, 0.05, 0.01], [0.06, -0.02, -0.02], [-0.07, -0.05, 0.00], [0.09, -0.05, 0.01], [0.13, 0.06, -0.09], [0.00, 0.03, 0.18], [0.00, -0.02, -0.01], [0.01, 0.00, -0.01], [0.01, 0.00, 0.00], [0.01, 0.02, 0.00], [0.00, -0.01, -0.01], [0.00, -0.04, 0.01], [-0.01, 0.00, 0.00], [-0.02, 0.01, 0.01], [-0.01, 0.00, 0.01], [-0.01, -0.01, 0.01], [0.01, 0.02, -0.01], [-0.08, 0.04, 0.00], [0.09, -0.10, -0.20], [0.13, 0.20, 0.06], [0.03, -0.10, 0.07], [-0.01, 0.04, 0.00]], "mulliken_charge": [0.69, 0.02, -0.10, -0.34, -1.07, -0.23, 0.23, 0.05, -0.30, -1.12, -0.06, 0.11, -0.21, -0.25, 0.45, 0.41, 0.44, 0.43, 0.41, 0.29, -1.31, -0.14, -0.62, 0.96, 0.17, -0.05, -0.72, -0.39, -0.53, -0.55, 0.13, -0.48, -0.49, -0.50, -0.58, -0.15, 0.66, -0.07, -0.23, -0.67, -0.42, -0.49, -0.41, 0.00, -0.38, -0.57, -0.38, -0.58, -0.24, 0.39, 0.70, 0.54, -0.09, -0.02, 0.37, 0.16, 0.38, 0.35, 0.37, 0.31, 0.19, 0.40, 0.36, 0.40, 0.32, 0.37, 0.37, 0.39, 0.41, 0.36, 0.42, 0.37, 0.35, 0.38, 0.30, -0.49, 0.39, -0.95, 0.01, -0.43, -0.31, 0.31, 0.01, 0.23, 0.43, 0.29, 0.52, -1.08, 0.34, -0.63, -0.54, -0.74, 0.35, -0.90, 0.22, -0.56, 0.43, 0.11, 0.37, 0.35, 0.36, 0.20, 0.37, 0.41, 0.30, 0.32, 0.30, 0.23, -0.69, -0.76, 0.22, 0.35]}

2.
{"formula": "C33H67O25", "method": "wB97M-V/def2-TZVPD", "orbital_gap_ev": 5.3, "relative_energy_kcal_mol": 81.68, "charge": -1, "homo_ev": -2.89, "e_lumo_ha": 0.088, "energy_ev": -86491.008, "species": ["C", "O", "H", "H", "H", "C", "C", "O", "C", "O", "O", "C", "H", "H", "H", "H", "H", "H", "H", "H", "C", "C", "O", "C", "O", "O", "C", "H", "H", "H", "H", "H", "H", "H", "H", "C", "C", "O", "C", "O", "O", "C", "H", "H", "H", "H", "H", "H", "H", "H", "C", "C", "O", "C", "O", "O", "C", "H", "H", "H", "H", "H", "H", "H", "H", "C", "C", "O", "C", "O", "O", "C", "H", "H", "H", "H", "H", "H", "H", "H", "C", "C", "O", "C", "O", "O", "C", "H", "H", "H", "H", "H", "H", "H", "H", "C", "C", "O", "C", "O", "O", "C", "H", "H", "H", "H", "H", "H", "H", "H", "C", "C", "O", "C", "O", "O", "C", "H", "H", "H", "H", "H", "H", "H", "H"], "xyz": [[0.7346, 0.2742, 0.5772], [-0.0250, 0.0939, -0.6073], [1.5157, -0.4573, 0.7844], [1.2719, 1.2221, 0.5508], [0.1888, 0.2286, 1.5197], [-2.7381, -1.7495, 7.7888], [-2.8309, -1.7480, 6.2095], [-2.1395, -0.6263, 5.6799], [-0.7934, -0.7682, 5.3151], [-0.1276, -1.8140, 5.2740], [-0.3636, 0.3204, 4.7283], [1.0207, 0.3244, 4.4058], [-1.6752, -1.8169, 8.0210], [-3.2012, -2.5371, 8.3833], [-3.2334, -0.8335, 8.1107], [-3.8727, -1.6481, 5.9052], [-2.5329, -2.6920, 5.7532], [1.4776, 1.3109, 4.4849], [1.1696, -0.0100, 3.3790], [1.5966, -0.3467, 5.0431], [-6.2058, -2.6008, -4.2006], [-5.0336, -1.6328, -4.5445], [-4.8974, -0.5455, -3.5636], [-3.9217, -0.4472, -2.7386], [-2.9343, -1.1550, -2.6976], [-4.2266, 0.4187, -1.8375], [-3.3995, 0.6194, -0.7714], [-6.3991, -3.3646, -4.9538], [-7.0413, -1.9625, -3.9132], [-5.8968, -3.1402, -3.3052], [-5.0293, -1.1879, -5.5396], [-4.1050, -2.2034, -4.5585], [-2.8490, -0.2085, -0.3246], [-3.9330, 1.0450, 0.0785], [-2.7461, 1.4411, -1.0647], [4.2612, 7.5995, 1.1136], [4.0014, 6.8523, -0.1827], [3.2561, 5.7244, 0.0258], [2.1902, 5.5021, -0.7340], [1.8336, 6.2490, -1.6629], [1.5357, 4.4752, -0.3614], [0.2396, 4.1997, -0.8305], [3.3482, 8.0049, 1.5498], [4.8830, 8.4524, 0.8415], [4.8320, 7.0446, 1.8581], [4.9408, 6.5404, -0.6392], [3.5528, 7.6249, -0.8071], [0.2560, 4.4674, -1.8869], [-0.4574, 4.8174, -0.2642], [-0.0171, 3.1414, -0.7849], [2.2345, -5.1546, -6.3868], [1.3177, -4.1221, -5.6484], [1.3982, -4.4877, -4.2540], [0.9203, -3.6975, -3.2979], [0.3099, -2.6792, -3.4124], [0.9713, -4.4443, -2.1013], [0.6716, -3.7862, -0.8604], [2.3791, -6.1121, -5.8864], [3.2222, -4.7343, -6.5760], [1.8022, -5.4639, -7.3384], [0.3072, -4.3118, -6.0103], [1.6066, -3.1407, -6.0246], [1.3573, -2.9465, -0.7477], [0.8173, -4.4168, 0.0167], [-0.3365, -3.4403, -0.6317], [-2.6965, -1.5585, 2.2411], [-2.3068, -2.7233, 1.2550], [-3.5139, -3.0882, 0.6377], [-3.5575, -3.8446, -0.4567], [-2.5759, -4.0614, -1.1576], [-4.7452, -4.3305, -0.5234], [-5.1277, -5.2942, -1.4825], [-3.0532, -0.6965, 1.6775], [-1.7848, -1.3569, 2.8035], [-3.4637, -1.9351, 2.9177], [-1.9792, -3.5620, 1.8693], [-1.6447, -2.5075, 0.4165], [-6.2118, -5.3500, -1.5811], [-4.8072, -6.1872, -0.9460], [-4.7262, -5.3188, -2.4956], [1.5553, -3.7648, 3.1102], [2.7935, -2.8232, 2.9205], [3.8739, -3.6618, 3.0991], [5.1107, -3.2526, 2.8685], [5.4829, -2.1043, 2.7685], [5.9548, -4.4088, 2.8025], [7.1657, -4.4040, 2.1095], [1.6268, -4.6979, 2.5515], [0.7296, -3.1818, 2.7024], [1.4038, -4.1024, 4.1355], [2.9233, -1.9803, 3.5992], [2.8827, -2.3655, 1.9352], [7.0182, -3.7649, 1.2389], [7.3737, -5.4493, 1.8809], [7.8786, -3.9757, 2.8141], [5.4671, 3.1719, -1.3792], [4.1555, 2.6193, -1.7911], [3.6936, 3.4867, -2.8075], [2.5124, 3.2553, -3.4621], [1.7808, 2.2487, -3.2906], [2.2300, 4.3681, -4.2457], [1.0041, 4.3638, -5.0085], [5.8145, 2.7601, -0.4317], [5.2684, 4.2151, -1.1335], [6.1752, 3.1626, -2.2079], [3.4117, 2.4302, -1.0170], [4.2866, 1.6635, -2.2983], [1.0713, 3.8300, -5.9565], [0.8495, 5.4289, -5.1809], [0.2206, 3.8286, -4.4719], [-0.5267, 3.1651, 2.6387], [-1.6780, 2.6384, 1.7830], [-2.8111, 3.5320, 1.9524], [-3.3821, 4.1736, 0.9537], [-4.4167, 4.8331, 1.0781], [-2.7419, 4.1303, -0.2112], [-3.4073, 4.6501, -1.3721], [-0.3296, 4.2335, 2.5518], [0.4337, 2.6499, 2.6219], [-0.9624, 2.9580, 3.6162], [-1.9317, 1.6731, 2.2211], [-1.3818, 2.4763, 0.7466], [-2.7846, 4.6462, -2.2667], [-3.8309, 5.6472, -1.2522], [-4.2276, 3.9516, -1.5372]], "atomic_forces_ev_per_a": [[-1.33, -0.19, -2.60], [0.82, 0.17, 2.33], [0.77, -0.87, -0.27], [0.38, 0.78, 0.32], [-0.88, 0.29, 0.70], [0.24, 0.23, -1.31], [-0.67, -1.07, 1.31], [2.36, 0.26, -0.37], [-0.41, -3.12, -1.34], [-2.04, 1.67, 1.30], [-0.46, 1.36, 0.86], [1.37, -0.37, -0.51], [-0.01, 0.51, 0.26], [-0.29, -0.41, -0.74], [0.55, 0.21, 0.21], [0.03, 0.44, -0.01], [0.61, 0.12, 0.11], [-0.72, 0.22, 0.15], [-0.24, -0.03, -0.07], [-0.30, 0.01, 0.12], [1.15, 1.38, 0.76], [1.24, -0.57, 0.33], [-3.44, -0.55, -3.13], [3.36, -3.21, 1.19], [-0.53, 0.41, -0.54], [-2.64, 1.14, 0.13], [1.94, 1.75, 2.06], [-0.14, 0.47, -0.26], [-0.43, -0.43, -0.35], [-0.07, 0.01, 0.13], [-0.73, 0.30, 0.17], [0.15, 0.02, 0.40], [0.23, -0.24, -1.08], [-0.87, -0.02, -0.20], [0.80, -0.44, 0.23], [0.53, 0.08, 0.09], [1.39, 2.08, 0.07], [-1.08, -1.85, 0.69], [-1.19, 3.38, -3.17], [0.84, -1.07, 1.62], [0.89, -2.40, 2.24], [-0.61, 0.50, -1.34], [-0.06, -0.22, 0.03], [0.05, 0.17, 0.04], [-0.22, -0.21, 0.03], [0.14, 0.13, -0.08], [-0.42, -0.69, -0.52], [-0.53, 0.15, -0.03], [-0.04, -0.13, -0.19], [0.53, -0.09, 0.44], [-0.13, 0.23, -0.01], [0.24, -2.11, -0.95], [1.05, 0.34, -0.54], [-2.44, -0.72, 2.31], [0.92, 0.13, -0.38], [0.23, 0.30, -1.15], [0.37, 1.15, 0.66], [-0.18, 0.27, 0.57], [0.01, -0.03, 0.01], [-0.07, 0.43, -0.22], [-0.23, 0.21, 0.38], [0.04, 0.34, 1.16], [-0.20, 0.22, 0.00], [0.67, -0.89, -0.59], [-0.11, 0.10, -1.44], [1.03, -1.29, -1.20], [-0.33, 1.05, 0.41], [-2.20, -0.28, 0.10], [4.41, 0.53, -0.01], [-1.84, -0.25, 0.45], [-2.70, 0.54, -0.91], [0.21, -1.76, 0.55], [0.14, -0.01, 0.29], [-0.12, 0.45, 0.06], [-0.04, 0.08, -0.04], [0.36, -0.17, -0.17], [0.59, 0.60, 0.66], [0.03, 0.53, 0.37], [-0.18, -0.71, -0.75], [0.60, 0.79, 0.29], [0.51, 1.30, -0.43], [-1.24, 0.17, -0.04], [2.89, -2.25, 0.15], [1.58, -0.54, -0.17], [-0.14, -1.28, -0.21], [-3.71, 1.08, 0.99], [-0.11, 1.17, 0.42], [0.42, 0.29, -0.45], [-0.44, -0.28, 0.42], [-0.06, 0.64, 0.12], [-0.72, -0.06, 0.40], [-0.50, -0.19, -0.28], [0.66, -0.20, -0.26], [0.15, 0.25, -0.16], [0.68, -0.06, -0.52], [-0.11, 1.17, 0.84], [-0.48, -2.08, -0.95], [-1.90, 1.46, -1.69], [-1.85, -1.85, 1.02], [2.58, 3.66, -0.97], [0.71, -1.94, 0.75], [0.36, -0.34, 0.45], [0.30, -0.44, -0.36], [0.21, 0.27, -0.05], [0.17, -0.26, 0.30], [-0.01, 0.49, 0.14], [0.04, -0.38, 0.27], [0.56, 0.05, -0.09], [-0.47, -0.25, 0.05], [-0.11, 0.47, 0.28], [-0.76, 0.07, 0.96], [1.40, -0.22, -0.53], [0.10, -0.34, -0.11], [-2.14, 1.88, -0.36], [1.47, -1.26, 0.31], [1.26, -0.17, -0.52], [-1.16, -0.48, 0.09], [-0.19, 0.02, -0.23], [-0.32, -0.33, -0.64], [0.54, 0.55, 0.60], [-0.44, 0.04, -0.27], [-0.43, 0.11, -0.02], [0.56, -0.25, 0.57], [0.21, -0.05, 0.44], [-0.20, 0.21, -0.32]], "mulliken_charge": [0.43, -0.69, 0.01, -0.17, -0.47, -1.15, -0.26, -0.25, 0.80, -0.59, -0.19, -0.76, 0.30, 0.38, 0.28, 0.33, 0.32, 0.34, 0.12, 0.45, -0.74, -0.31, -0.44, 0.84, -0.57, -0.44, 0.01, 0.37, 0.31, -0.04, 0.39, 0.26, -0.18, 0.31, 0.11, -1.32, -0.18, -0.28, 0.86, -0.68, -0.23, -0.75, 0.33, 0.42, 0.30, 0.26, 0.30, 0.31, 0.44, -0.02, -1.15, -0.22, -0.25, 0.62, -0.48, -0.38, -0.24, 0.31, 0.31, 0.33, 0.29, 0.31, 0.32, 0.17, 0.11, 0.00, -0.02, -0.32, 0.90, -0.52, -0.38, -0.80, -0.12, -0.39, 0.41, 0.51, -0.31, 0.27, 0.36, 0.33, -0.77, -0.01, -0.23, 0.56, -0.54, -0.32, -0.62, 0.36, -0.01, 0.34, 0.23, 0.20, 0.31, 0.20, 0.27, -0.92, 0.04, -0.28, 0.73, -0.50, -0.28, -0.63, 0.36, -0.08, 0.32, 0.00, 0.49, 0.27, 0.25, 0.26, -1.53, 1.56, -0.39, 0.65, -0.68, 0.04, -0.82, 0.39, 0.05, 0.48, -0.16, -0.28, 0.26, 0.31, 0.30]}